Record 1
# C4H13NO3

A cluster of 3 separate species, C4H13NO3 in total in a non-equilibrium geometry (ωB97M-V with the def2-TZVPD basis set, OMol25).

Calculated values
Gap between HOMO and LUMO   9.866 eV
SMILES   CC[C@H](N)C=O.O.O
Calculated total energy   -11990.847 eV
HOMO energy   -9.28 eV
ΔE to the lowest compared entry with this formula, charge and spin   156.7 kJ/mol
LUMO   0.02169 Eh

The geometry in XYZ format:
```
21
Properties=species:S:1:pos:R:3:forces:R:3
C 1.584 0.524 0.668 0.8476 0.2047 -1.0051
C 1.186 -0.443 -0.447 -0.0766 0.2184 0.2906
C -0.354 -0.324 -0.677 0.8471 -0.8838 -0.0789
N -1.055 -1.583 -0.805 -0.4671 0.2775 -0.4474
C -0.596 0.563 -1.860 -0.1262 0.5160 0.1499
O -0.861 1.736 -1.735 0.0153 0.1193 -0.1428
H 2.673 0.624 0.763 -0.1136 -0.6205 0.3318
H 1.343 1.527 0.315 -0.6561 0.0991 0.5238
H 1.106 0.222 1.592 0.0457 0.4217 0.2462
H 1.775 -0.182 -1.328 -0.1521 -0.1944 -0.2661
H 1.407 -1.477 -0.179 0.0462 -0.0006 -0.0239
H -0.735 0.186 0.192 -0.3905 0.2212 0.2558
H -0.606 -2.348 -1.275 0.2458 -0.0264 0.1077
H -1.598 -1.855 -0.009 0.0107 -0.1191 0.0952
H -0.488 0.149 -2.876 -0.0043 -0.3096 0.0081
O -1.065 2.688 0.993 -0.1471 0.5334 -0.4776
H -1.339 3.608 0.858 0.0372 -0.2046 0.4188
H -0.979 2.408 0.065 0.0436 -0.2745 0.0466
O 1.097 -2.779 2.829 -0.3480 0.0730 0.3440
H 0.211 -2.784 2.442 0.2551 -0.0053 0.1220
H 0.947 -2.674 3.784 0.0874 -0.0455 -0.4987
```
Positions in Å, forces in eV/Å.

=====

Record 2
# C4H13NO3

A cluster of 4 separate species, C4H13NO3 in total in a non-equilibrium geometry (ωB97M-V with the def2-TZVPD basis set, OMol25).

Calculated values
Gap between HOMO and LUMO   9.309 eV
SMILES   C=NC(=C)C.O.O.O
Calculated total energy   -11989.007 eV
HOMO energy   -8.72 eV
ΔE to the lowest compared entry with this formula, charge and spin   334.2 kJ/mol
LUMO   0.02181 Eh

The geometry in XYZ format:
```
21
Properties=species:S:1:pos:R:3:forces:R:3
C -2.195 -0.582 0.173 -0.6863 -1.4690 0.2519
N -1.264 -1.445 -0.072 -1.3479 1.1818 0.0075
C -0.054 -1.310 -0.812 -1.0135 1.2234 -0.7761
C -0.065 -0.943 -2.116 1.2580 -0.8849 2.5405
C 1.147 -1.593 0.015 1.7536 1.3465 1.5896
H -3.139 -1.015 0.681 1.6003 0.6061 -0.6242
H -2.334 0.530 -0.011 1.0100 -1.1688 -0.3600
H -0.883 -0.692 -2.671 -2.5939 0.5184 -0.7531
H 0.787 -0.880 -2.726 1.5319 -0.2508 -0.2333
H 1.402 -0.689 0.707 -0.9437 -1.4034 -0.9751
H 2.084 -1.644 -0.550 -0.3904 -0.3945 -0.3430
H 1.079 -2.469 0.688 -0.2474 0.3579 -0.5583
O -0.151 0.698 2.051 -1.5262 2.1439 -2.7636
H -0.596 1.056 1.137 1.8420 -1.1691 3.0063
H -0.494 -0.178 2.150 -0.3808 -0.8218 0.0895
O -0.049 1.861 -0.724 -2.0363 1.4382 -0.7029
H 0.620 1.204 -0.836 0.7222 -0.4081 -0.0190
H 0.398 2.722 -0.623 -0.1422 -0.9716 0.0630
O 1.785 1.849 0.755 2.0992 0.4573 -2.1124
H 1.521 1.811 1.638 -0.6950 -0.4286 2.3433
H 2.724 1.659 0.706 0.1864 0.0972 0.3294
```
Positions in Å, forces in eV/Å.

=====

Record 3
# C4H13NO3

A cluster of 2 separate species, C4H13NO3 in total in a non-equilibrium geometry (ωB97M-V with the def2-TZVPD basis set, OMol25).

Calculated values
Gap between HOMO and LUMO   10.104 eV
SMILES   C[C@@H](O)[C@@H](N)CO.O
Calculated total energy   -11990.820 eV
HOMO energy   -9.37 eV
ΔE to the lowest compared entry with this formula, charge and spin   159.3 kJ/mol
LUMO   0.02711 Eh

The geometry in XYZ format:
```
21
Properties=species:S:1:pos:R:3:forces:R:3
C 0.149 -1.408 -1.331 0.4378 0.7568 -0.5689
C -0.820 -0.279 -0.921 0.0548 -1.4142 0.9893
O -1.999 -0.896 -0.367 0.0769 0.1214 0.0080
C -0.318 0.649 0.187 -0.0193 0.1825 -0.5446
N -1.306 1.681 0.386 -0.2176 0.2858 -0.4200
C 0.095 -0.049 1.474 0.2406 0.7033 0.1206
O 0.457 0.990 2.403 -0.0826 -0.0750 -0.6431
H -0.393 -2.294 -1.651 -0.1136 0.0244 0.0037
H 0.719 -1.034 -2.190 -0.0016 -0.2239 -0.0527
H 0.895 -1.701 -0.595 -0.2761 -0.0152 0.2934
H -1.043 0.315 -1.804 -0.2569 0.1508 0.0947
H -2.729 -0.819 -0.976 -0.2084 0.0755 -0.2377
H 0.550 1.161 -0.228 0.1687 0.1706 0.0595
H -0.871 2.520 0.729 -0.1079 0.0619 0.3408
H -2.043 1.384 1.009 -0.0082 0.0200 0.0974
H 0.980 -0.658 1.279 -0.1904 -0.3780 0.1674
H -0.742 -0.605 1.899 0.0648 -0.3405 -0.2578
H 0.546 0.568 3.251 0.1521 -0.0799 0.5421
O 2.997 0.269 -0.757 -0.0183 -0.0252 -0.0087
H 2.713 -0.398 -1.387 0.1280 -0.1002 -0.1077
H 2.163 0.601 -0.411 0.1771 0.0988 0.1246
```
Positions in Å, forces in eV/Å.

=====

Record 4
# C4H13NO3

A cluster of 4 separate species, C4H13NO3 in total (ωB97M-V with the def2-TZVPD basis set, OMol25).

Calculated values
Gap between HOMO and LUMO   9.570 eV
SMILES   C=N/C=C/C.O.O.O
Calculated total energy   -11989.910 eV
HOMO energy   -9.18 eV
ΔE to the lowest compared entry with this formula, charge and spin   247.2 kJ/mol
LUMO   0.01426 Eh

The geometry in XYZ format:
```
21
Properties=species:S:1:pos:R:3:forces:R:3
C 0.473 -0.274 -2.481 -0.5677 -0.2369 -0.0442
N 1.261 -0.083 -1.516 0.3304 0.1831 -0.0174
C 0.812 0.581 -0.356 0.1689 0.5514 -0.0774
C -0.179 1.465 -0.286 0.0773 -0.2160 -0.2475
C -0.548 2.179 0.971 -0.2611 -0.0174 0.6796
H -0.599 -0.062 -2.461 -0.0204 0.1317 0.1691
H 0.822 -0.722 -3.397 0.3413 -0.1434 -0.1807
H 1.500 0.513 0.479 -0.1925 -0.3080 -0.0110
H -0.697 1.697 -1.208 -0.2560 0.0582 0.0689
H -0.851 1.488 1.769 0.1360 -0.1182 -0.2408
H -1.404 2.852 0.885 0.2539 0.0611 -0.3259
H 0.308 2.733 1.357 -0.0421 0.1768 0.0040
O -2.318 -1.161 0.417 -0.0233 -0.0190 0.0610
H -2.763 -0.777 -0.343 -0.0021 -0.0292 -0.0247
H -1.623 -1.728 0.049 0.0675 0.0635 -0.0072
O -0.063 -2.736 -0.624 -0.5524 -0.0533 -0.0095
H 0.813 -2.342 -0.665 0.1578 -0.2303 -0.0200
H -0.005 -3.687 -0.476 0.3335 0.2589 0.0056
O 1.952 0.035 2.906 0.1215 0.0783 0.3385
H 2.089 -0.221 1.993 -0.0672 -0.1248 -0.0037
H 1.018 0.251 2.986 -0.0035 -0.0665 -0.1165
```
Positions in Å, forces in eV/Å.

=====

Record 5
# C4H13NO3

A cluster of 3 separate species, C4H13NO3 in total in a non-equilibrium geometry (ωB97M-V with the def2-TZVPD basis set, OMol25).

Calculated values
Gap between HOMO and LUMO   10.500 eV
SMILES   CCCC(N)=O.O.O
Calculated total energy   -11989.963 eV
HOMO energy   -9.93 eV
ΔE to the lowest compared entry with this formula, charge and spin   242.0 kJ/mol
LUMO   0.02097 Eh

The geometry in XYZ format:
```
21
Properties=species:S:1:pos:R:3:forces:R:3
C -1.993 1.441 0.663 -0.2445 2.7803 -0.4985
C -1.087 0.420 0.034 1.2584 -2.2820 -1.0636
C 0.189 0.163 0.980 -1.3958 3.5908 0.4230
C 1.177 -0.719 0.371 3.3019 -0.5759 1.9429
N 1.655 -1.895 1.013 -1.3185 1.2193 1.1852
O 1.874 -0.200 -0.471 0.0824 -0.6127 -1.9250
H -2.993 1.652 0.283 -0.1011 -0.9510 -0.5385
H -1.573 2.494 0.486 0.0563 -1.4294 0.3592
H -2.139 1.401 1.721 0.1842 -0.5481 0.8221
H -1.537 -0.740 -0.246 0.9358 3.5948 0.6913
H -0.657 0.933 -0.935 -1.0931 -1.7369 1.5574
H 0.769 1.181 1.056 -1.0617 -1.5976 -0.6459
H 0.001 0.125 2.063 -0.6846 -1.2419 -0.3576
H 1.547 -1.814 2.094 0.5907 -0.6619 -2.8702
H 2.546 -2.174 0.565 -0.7298 0.1978 1.0173
O -0.228 -2.888 -2.207 -2.6549 -0.5585 0.3502
H -0.742 -2.574 -2.979 0.8272 0.0133 0.2556
H -1.009 -3.281 -1.701 1.8272 0.5585 -0.5623
O 1.392 2.598 -0.987 0.3351 -1.0591 0.3111
H 2.101 1.961 -0.760 0.0017 0.7170 -0.2136
H 0.706 1.915 -1.044 -0.1169 0.5834 -0.2400
```
Positions in Å, forces in eV/Å.

=====

Record 6
# C4H13NO3

A cluster of 2 separate species, C4H13NO3 in total in a non-equilibrium geometry (ωB97M-V with the def2-TZVPD basis set, OMol25).

Calculated values
Gap between HOMO and LUMO   9.917 eV
SMILES   C[C@@H](O)[C@@H](N)CO.O
Calculated total energy   -11988.562 eV
HOMO energy   -9.23 eV
ΔE to the lowest compared entry with this formula, charge and spin   377.2 kJ/mol
LUMO   0.02521 Eh

The geometry in XYZ format:
```
21
Properties=species:S:1:pos:R:3:forces:R:3
C -1.659 0.454 -1.493 -1.9503 -0.2582 -3.1990
C -1.358 1.121 -0.139 0.6824 -0.8198 -0.8604
O -1.850 0.522 1.017 -2.1173 -1.5119 0.6863
C 0.130 1.084 0.085 0.3796 0.0517 0.6344
N 0.556 1.951 1.213 -1.0096 0.5108 -0.0774
C 0.598 -0.377 0.395 1.6008 -0.6614 -0.1148
O 1.986 -0.181 0.814 1.6504 3.0452 -1.4412
H -2.592 0.783 -2.193 1.7923 0.0535 2.2827
H -0.878 0.434 -2.323 -0.3172 0.3110 1.6185
H -1.929 -0.583 -1.380 0.1737 -0.7061 0.3828
H -1.797 2.073 -0.158 -0.0279 1.8048 -0.0854
H -2.347 -0.291 0.816 0.2858 0.5344 0.1431
H 0.490 1.469 -0.885 0.9544 -0.3639 0.5358
H 1.530 1.809 1.560 -1.8466 0.0987 -0.0770
H -0.151 1.832 1.965 1.1319 0.0506 -0.4719
H 0.512 -1.092 -0.528 0.3443 1.3394 1.4720
H 0.242 -0.972 1.318 -0.4428 1.4120 -1.6429
H 2.304 0.868 0.632 -1.2750 -4.8974 0.1830
O 1.687 -3.635 -0.014 3.2152 -0.0728 -1.9772
H 2.499 -4.264 0.051 -2.2100 1.5333 0.0109
H 2.027 -3.004 -0.753 -1.0143 -1.4539 1.9978
```
Positions in Å, forces in eV/Å.

=====

Copy entry 2 word for word.
# C4H13NO3

A cluster of 4 separate species, C4H13NO3 in total in a non-equilibrium geometry (ωB97M-V with the def2-TZVPD basis set, OMol25).

Calculated values
Gap between HOMO and LUMO   9.309 eV
SMILES   C=NC(=C)C.O.O.O
Calculated total energy   -11989.007 eV
HOMO energy   -8.72 eV
ΔE to the lowest compared entry with this formula, charge and spin   334.2 kJ/mol
LUMO   0.02181 Eh

The geometry in XYZ format:
```
21
Properties=species:S:1:pos:R:3:forces:R:3
C -2.195 -0.582 0.173 -0.6863 -1.4690 0.2519
N -1.264 -1.445 -0.072 -1.3479 1.1818 0.0075
C -0.054 -1.310 -0.812 -1.0135 1.2234 -0.7761
C -0.065 -0.943 -2.116 1.2580 -0.8849 2.5405
C 1.147 -1.593 0.015 1.7536 1.3465 1.5896
H -3.139 -1.015 0.681 1.6003 0.6061 -0.6242
H -2.334 0.530 -0.011 1.0100 -1.1688 -0.3600
H -0.883 -0.692 -2.671 -2.5939 0.5184 -0.7531
H 0.787 -0.880 -2.726 1.5319 -0.2508 -0.2333
H 1.402 -0.689 0.707 -0.9437 -1.4034 -0.9751
H 2.084 -1.644 -0.550 -0.3904 -0.3945 -0.3430
H 1.079 -2.469 0.688 -0.2474 0.3579 -0.5583
O -0.151 0.698 2.051 -1.5262 2.1439 -2.7636
H -0.596 1.056 1.137 1.8420 -1.1691 3.0063
H -0.494 -0.178 2.150 -0.3808 -0.8218 0.0895
O -0.049 1.861 -0.724 -2.0363 1.4382 -0.7029
H 0.620 1.204 -0.836 0.7222 -0.4081 -0.0190
H 0.398 2.722 -0.623 -0.1422 -0.9716 0.0630
O 1.785 1.849 0.755 2.0992 0.4573 -2.1124
H 1.521 1.811 1.638 -0.6950 -0.4286 2.3433
H 2.724 1.659 0.706 0.1864 0.0972 0.3294
```
Positions in Å, forces in eV/Å.

=====

Repeat the sixth record exactly.
# C4H13NO3

A cluster of 2 separate species, C4H13NO3 in total in a non-equilibrium geometry (ωB97M-V with the def2-TZVPD basis set, OMol25).

Calculated values
Gap between HOMO and LUMO   9.917 eV
SMILES   C[C@@H](O)[C@@H](N)CO.O
Calculated total energy   -11988.562 eV
HOMO energy   -9.23 eV
ΔE to the lowest compared entry with this formula, charge and spin   377.2 kJ/mol
LUMO   0.02521 Eh

The geometry in XYZ format:
```
21
Properties=species:S:1:pos:R:3:forces:R:3
C -1.659 0.454 -1.493 -1.9503 -0.2582 -3.1990
C -1.358 1.121 -0.139 0.6824 -0.8198 -0.8604
O -1.850 0.522 1.017 -2.1173 -1.5119 0.6863
C 0.130 1.084 0.085 0.3796 0.0517 0.6344
N 0.556 1.951 1.213 -1.0096 0.5108 -0.0774
C 0.598 -0.377 0.395 1.6008 -0.6614 -0.1148
O 1.986 -0.181 0.814 1.6504 3.0452 -1.4412
H -2.592 0.783 -2.193 1.7923 0.0535 2.2827
H -0.878 0.434 -2.323 -0.3172 0.3110 1.6185
H -1.929 -0.583 -1.380 0.1737 -0.7061 0.3828
H -1.797 2.073 -0.158 -0.0279 1.8048 -0.0854
H -2.347 -0.291 0.816 0.2858 0.5344 0.1431
H 0.490 1.469 -0.885 0.9544 -0.3639 0.5358
H 1.530 1.809 1.560 -1.8466 0.0987 -0.0770
H -0.151 1.832 1.965 1.1319 0.0506 -0.4719
H 0.512 -1.092 -0.528 0.3443 1.3394 1.4720
H 0.242 -0.972 1.318 -0.4428 1.4120 -1.6429
H 2.304 0.868 0.632 -1.2750 -4.8974 0.1830
O 1.687 -3.635 -0.014 3.2152 -0.0728 -1.9772
H 2.499 -4.264 0.051 -2.2100 1.5333 0.0109
H 2.027 -3.004 -0.753 -1.0143 -1.4539 1.9978
```
Positions in Å, forces in eV/Å.

=====

LUMO of number 5 (C4H13NO3)? 0.02097 Eh